Record 1
# C6H62NO25

A cluster of 24 separate species, C6H62NO25 in total at a distorted geometry (ωB97M-V/def2-TZVPD, the OMol25 dataset).

Values from the calculation:
M ... 548.5 g/mol
Maximum force ... 11.507 eV/A
ΔE to the lowest compared entry with this formula, charge and spin ... 319.4 kJ/mol
Lowest unoccupied orbital energy ... -0.0982 hartree
Total charge ... +1

Geometry as XYZ:
```
94
C6H62NO25 | the OMol25 dataset | ωB97M-V/def2-TZVPD
O 44.389 23.371 49.926
O 42.291 22.460 53.365
H 40.837 25.882 55.148
H 40.546 27.326 55.813
O 42.054 24.190 48.431
H 37.681 27.396 49.134
H 44.998 24.031 50.340
H 37.528 22.702 50.736
H 43.493 26.015 51.776
H 46.081 25.964 51.498
C 42.421 26.451 51.729
H 39.766 26.689 51.484
O 38.599 21.104 53.046
C 37.553 23.650 50.109
H 35.529 20.291 51.023
H 37.141 18.482 45.769
O 39.608 21.322 50.146
H 35.495 24.318 50.607
H 38.362 20.420 45.826
H 40.484 23.384 47.524
O 33.014 25.277 51.105
H 44.599 28.935 51.306
N 38.251 24.726 50.758
H 42.862 22.118 52.649
H 39.158 27.344 48.735
H 34.783 19.485 45.970
H 40.468 20.783 50.371
O 36.398 19.671 51.115
H 39.207 21.483 52.285
O 37.781 26.599 55.395
H 36.283 24.940 53.526
H 45.829 27.465 53.226
H 34.973 23.041 47.351
O 32.828 22.267 50.228
H 42.667 23.745 48.962
H 37.542 25.949 47.432
O 38.733 21.132 45.367
O 33.374 19.552 49.464
O 40.573 29.220 54.888
H 32.312 24.710 51.558
H 41.225 29.295 54.277
H 32.077 22.718 49.832
O 36.723 19.238 46.250
H 36.974 19.435 47.295
H 36.236 25.929 46.733
O 37.084 25.309 46.927
H 38.281 25.432 50.068
O 44.415 29.531 50.612
H 40.993 22.328 46.883
H 36.055 24.975 49.257
H 38.902 22.013 46.002
H 39.105 20.787 49.646
H 36.865 26.561 55.809
H 33.572 22.747 49.970
O 34.000 19.534 45.402
H 42.484 24.725 47.946
O 38.431 26.832 49.156
H 42.882 30.403 52.696
O 41.466 25.607 52.357
H 42.754 23.285 53.585
H 37.015 20.061 51.803
H 32.814 19.241 50.190
H 45.030 22.701 49.651
H 43.648 29.729 53.840
H 38.560 26.126 55.616
H 35.319 21.457 47.695
O 42.795 29.723 53.354
H 32.757 25.649 50.190
O 37.017 25.274 53.040
H 39.838 23.870 51.578
H 37.915 24.933 51.612
H 40.264 24.550 50.250
O 45.663 27.805 52.481
H 38.093 23.582 49.017
O 46.224 25.199 51.079
O 35.395 22.843 49.240
H 42.123 26.344 50.722
H 34.054 20.413 45.040
O 40.313 23.050 46.702
C 35.647 22.438 47.909
H 39.305 25.807 52.815
H 37.359 25.655 53.878
H 46.518 28.344 52.329
H 36.636 22.405 47.417
H 39.270 20.667 53.618
H 47.111 24.813 51.035
C 39.706 24.594 51.065
O 40.655 26.385 55.873
C 36.041 23.922 49.697
H 44.600 30.394 51.036
H 39.874 29.553 54.572
H 42.360 27.557 52.202
C 40.081 25.845 51.870
H 33.166 20.459 49.491
```

Record 2
# C35H49AsBr2HgN5O6Si3

A structure of composition C35H49AsBr2HgN5O6Si3 at a distorted geometry (ωB97M-V/def2-TZVPD, the OMol25 dataset).

Values from the calculation:
2S+1 ... 2
M ... 1155.4 g/mol
Maximum force ... 1.601 eV/A
ΔE to the lowest compared entry with this formula, charge and spin ... 0.0 kJ/mol
Lowest unoccupied orbital energy (alpha / beta) ... 0.1348 / 0.1348 hartree
Total charge ... -2
⟨S²⟩ ... 0.7986

Geometry as XYZ:
```
102
C35H49AsBr2HgN5O6Si3 | the OMol25 dataset | ωB97M-V/def2-TZVPD
H -3.121 3.862 -2.247
H 0.680 3.219 8.297
H 0.909 -1.767 1.444
H 1.143 -3.468 1.893
C -1.570 2.914 2.484
C -2.388 3.229 -1.721
As 0.757 -1.185 -1.725
H 3.310 -4.633 -0.220
O -0.942 0.049 -3.117
C -0.105 0.034 7.480
C -1.011 3.598 -2.246
H 3.030 -4.431 -1.963
N 2.864 3.432 5.113
O -1.458 0.929 -5.137
C 0.663 2.423 2.180
H 3.409 -1.314 -4.361
C -1.617 0.773 -3.911
H 1.782 -0.274 -5.159
H -3.661 -2.882 2.472
N -2.254 -2.329 -0.538
C 2.383 3.014 3.891
C 1.004 2.959 3.463
H 3.240 1.775 -3.570
Br -1.121 -1.451 8.132
Si 0.258 -1.854 -3.935
H -1.470 -2.932 -5.285
H -1.476 -2.819 1.301
C 0.798 -0.720 -5.318
C 1.366 0.988 5.836
C 2.980 2.132 1.683
H -0.927 4.692 -2.236
C 0.656 2.290 7.739
H -0.671 -4.225 -1.462
H 1.532 1.547 -3.133
H -1.876 -3.101 -3.564
O 1.363 1.167 0.224
H -3.230 -1.755 -2.252
H 1.942 0.865 4.930
H 3.859 -3.166 -1.048
H 0.811 -4.273 -3.580
C 3.940 -1.126 -3.424
H -0.902 3.263 -3.278
H 4.755 0.423 -0.638
C -3.365 -2.041 -1.213
Si 1.390 -3.142 -0.579
C -3.732 0.964 0.303
H 1.254 -3.762 -5.221
O -2.595 0.454 0.571
O 0.054 3.015 -1.525
Si 2.885 -0.237 -2.126
C -0.048 3.492 4.225
O -4.719 0.976 1.041
C -3.935 1.506 -1.113
H 2.533 -2.434 1.510
H 4.311 -2.088 -3.052
H 2.290 -3.339 -3.845
C 0.167 -4.557 -0.847
C -1.487 -2.412 -4.321
H 3.345 -0.122 0.287
C 1.415 2.225 6.540
H 2.635 2.216 -1.944
C -4.744 -2.399 0.678
H -2.437 3.474 -0.662
C 3.325 2.711 2.908
H -5.509 -1.843 -1.254
Br -6.448 -2.510 1.484
H 0.593 -1.011 5.747
H 4.804 -0.489 -3.646
H -0.085 3.154 -0.572
C -1.336 3.457 3.752
N 2.211 3.298 6.264
H -0.244 -4.916 0.103
H -2.582 2.871 2.094
C 3.956 -0.325 -0.593
H -2.159 -1.552 -4.401
C 0.620 -0.083 6.305
H -4.621 2.359 -1.044
H -4.481 0.703 -1.608
Hg -0.721 0.600 -0.565
C 1.499 -2.667 1.238
C 2.561 1.492 -2.761
C 1.251 -3.459 -4.168
H -3.085 2.350 -3.912
H 4.418 -1.310 -0.481
N -2.735 1.817 -1.884
H -2.160 3.843 4.337
H -0.650 1.303 9.124
H 0.169 3.942 5.184
C -3.610 -2.665 1.415
C 1.661 1.867 1.312
H 4.369 2.847 3.166
C -4.637 -2.080 -0.660
C -0.086 1.224 8.203
H 3.765 1.857 0.990
H 0.819 -1.294 -6.251
C 3.059 -3.909 -1.003
N -0.616 2.438 1.716
C -2.392 -2.616 0.753
H 0.658 -5.397 -1.349
C -2.848 1.475 -3.298
H -3.661 0.760 -3.436
H 0.077 0.096 -5.412
```

Record 3
# C3H2N2O3

The molecule C3H2N2O3 at a distorted geometry (ωB97M-V/def2-TZVPD, the OMol25 dataset).

Values from the calculation:
M ... 114.1 g/mol
Maximum force ... 9.562 eV/A
ΔE to the lowest compared entry with this formula, charge and spin ... 606.2 kJ/mol
Lowest unoccupied orbital energy ... -0.0091 hartree
Total charge ... 0
SMILES ... O=COc1conn1

Geometry as XYZ:
```
10
C3H2N2O3 | the OMol25 dataset | ωB97M-V/def2-TZVPD
C -1.121 0.329 -1.195
C 0.634 -1.227 1.546
O 0.889 -0.195 2.487
C -0.048 0.174 -0.269
O -0.633 1.423 -1.803
O 0.064 -1.070 0.436
H 0.754 -2.431 1.639
N 0.865 1.171 -0.165
H -1.967 -0.150 -1.591
N 0.563 1.976 -1.085
```